DFT (ωB97M-V/def2-TZVPD) results for 2 unconnected molecules or ions with the total composition C3H10N5 in a non-equilibrium geometry.

```
18
Properties=species:S:1:pos:R:3:mulliken_charge:R:1
C -0.13004 0.05501 -0.61665 -0.43
C -1.21902 2.06157 0.47091 -0.96
C 2.27730 0.31349 -0.29151 -0.80
N -2.27882 -0.71733 -0.61632 -0.92
N 0.90296 -1.61321 0.58379 -0.29
N -0.43241 -1.88709 0.35123 -0.28
N 1.07053 -0.45362 -0.25978 0.22
N -1.07461 -0.85876 -0.33388 1.06
H -0.30508 0.66516 -1.47299 0.56
H -1.83642 1.61293 -0.25573 0.44
H -0.75511 2.95368 0.15991 0.33
H -1.29543 1.90600 1.51152 0.34
H 3.10696 -0.45754 0.04097 0.31
H 2.31358 0.50543 -1.38078 0.34
H 2.44472 1.33607 0.16331 0.30
H -2.89345 -1.33176 -0.22213 0.24
H 1.13373 -1.39112 1.55646 0.28
H -1.02941 -2.69892 0.61168 0.26
```

Output
2S+1   1
ΔE to the lowest compared entry with this formula, charge and spin   204.2 kcal per mole
Charge   +1
HOMO level (spin up / spin down)   -12.460 / -12.115 eV

DFT (ωB97M-V/def2-TZVPD) results for a molecular structure, C3H10N5Zr in a non-equilibrium geometry.

```
19
Properties=species:S:1:pos:R:3:mulliken_charge:R:1
C -2.11132 0.02894 -1.56963 -1.53
Zr -0.60847 0.89992 -0.29134 1.40
N 1.42002 0.12567 0.90521 -0.72
N 0.54617 -0.86513 -1.72130 -0.68
H 1.20956 -0.77567 1.35194 0.32
H -0.17226 2.61872 0.19892 -0.15
H -3.03172 0.53910 -1.25198 0.48
H -2.28799 -1.06207 -1.62452 0.35
H -1.86080 0.44829 -2.55853 0.50
H 0.63328 -1.73666 -1.19027 0.29
H 1.48844 -0.63591 -2.03532 0.32
H 0.08214 -1.17746 -2.58423 0.30
H 2.28659 0.00574 0.37188 0.31
H 1.63814 0.77377 1.66653 0.32
N -1.43792 -0.47384 1.04081 -0.62
C -1.92095 -1.37199 1.67504 0.54
N -2.31512 -2.43548 2.25323 -0.48
C -2.85314 -2.52944 3.45139 0.47
N -3.33936 -2.69750 4.50379 -0.40
```

Output
2S+1   1
Charge   +1
HOMO level   -12.679 eV